1.
69
Properties=species:S:1:pos:R:3:forces:R:3 method="wB97M-V/def2-TZVPD" smiles="ClC(Cl)(Cl)Cl.ClC(Cl)(Cl)Cl.ClC(Cl)(Cl)Cl.ClC(Cl)(Cl)Cl.ClC(Cl)(Cl)Cl.CN(C)C=O.CN(C)C=O.CN(C)C=O.ClCCCl" gap_ev=8.7 lumo_energy_ev=-0.4 total_energy_ha=-11138.755289
Cl -0.750 -1.960 5.744 -0.2 0.4 -0.5
C -1.199 -0.327 5.108 1.4 0.5 -0.5
C -0.514 0.744 6.005 0.3 -0.9 0.1
Cl -1.004 0.420 7.656 -0.5 0.6 1.2
H -2.274 -0.350 4.929 0.1 0.5 0.7
H -0.748 -0.212 4.123 0.0 -0.3 -0.1
H -0.535 1.817 5.815 -1.1 -0.1 -0.5
H 0.564 0.590 6.053 0.0 -0.6 -0.5
C -1.724 0.477 0.463 1.1 0.1 0.1
O -1.214 -0.043 1.437 -0.2 -0.2 0.8
N -1.233 0.338 -0.770 -0.7 -0.2 -0.3
C -1.812 1.115 -1.855 1.8 0.7 0.3
C -0.081 -0.466 -1.172 -0.6 -0.5 -0.3
H -2.545 1.209 0.513 -0.2 -0.2 0.1
H -1.712 0.539 -2.774 -0.8 0.1 0.0
H -1.113 1.948 -1.930 0.0 0.3 -0.7
H -2.749 1.619 -1.615 -0.3 -0.8 -0.1
H 0.571 0.158 -1.783 0.3 -0.1 0.2
H 0.455 -1.016 -0.398 -0.2 0.9 0.4
H -0.461 -1.281 -1.789 0.0 0.1 -0.3
C 1.885 -0.850 2.976 -0.4 -3.9 0.2
O 2.357 -1.862 3.504 -0.3 0.8 -0.5
N 2.166 0.368 3.305 0.1 3.7 0.7
C 1.686 1.479 2.462 0.4 -0.6 0.0
C 3.070 0.721 4.396 0.6 -0.6 0.2
H 1.095 -0.903 2.211 0.1 -0.1 -0.2
H 2.571 2.049 2.180 -0.3 0.6 0.3
H 0.877 2.025 2.947 0.4 0.4 0.2
H 1.270 1.157 1.507 0.0 -0.6 0.2
H 3.216 -0.098 5.101 -0.2 -0.4 -0.5
H 4.055 0.945 3.988 0.1 0.2 0.1
H 2.749 1.527 5.056 -0.4 0.4 -0.6
C 3.374 1.094 -3.896 -0.4 0.3 1.3
O 3.232 1.175 -2.686 0.2 -0.2 -0.1
N 2.461 1.568 -4.752 -0.6 -0.2 -1.9
C 2.606 1.424 -6.209 0.1 0.0 0.5
C 1.203 2.204 -4.383 0.2 0.5 0.8
H 4.277 0.652 -4.347 -0.1 0.0 -0.2
H 1.730 0.902 -6.595 0.0 0.2 -0.2
H 3.486 0.856 -6.509 0.1 0.0 0.4
H 2.692 2.412 -6.661 -0.2 0.0 -0.1
H 0.330 1.564 -4.255 0.2 -0.6 -0.5
H 1.260 2.705 -3.417 0.5 0.1 0.0
H 0.979 2.956 -5.139 -0.1 0.0 0.0
C 2.039 -4.871 0.457 1.1 0.7 1.2
Cl 1.407 -5.663 1.952 0.2 0.9 -0.9
Cl 3.867 -4.982 0.495 -1.0 0.4 0.2
Cl 1.517 -5.679 -0.930 -0.7 -1.3 -1.4
Cl 1.510 -3.152 0.225 0.4 -0.8 0.8
C 0.084 5.127 -0.539 0.3 0.5 -1.0
Cl 1.677 4.936 -1.383 -0.9 0.1 0.3
Cl 0.030 4.057 0.810 0.0 -0.4 0.6
Cl -0.034 6.846 0.031 -0.3 -1.1 -0.6
Cl -1.265 4.616 -1.684 0.9 1.0 0.7
C -0.148 -2.575 -4.902 -0.1 0.3 0.1
Cl 0.940 -1.460 -5.781 -0.3 -0.3 0.3
Cl 0.708 -3.257 -3.518 -0.1 0.0 -0.2
Cl -1.609 -1.722 -4.348 0.3 0.2 0.0
Cl -0.716 -3.820 -5.987 0.2 -0.4 -0.3
C -5.808 -0.170 2.135 -0.7 -0.3 0.0
Cl -6.754 1.136 2.900 0.4 -0.3 -0.1
Cl -4.455 -0.640 3.165 -0.2 0.2 -0.4
Cl -6.901 -1.585 1.915 0.4 0.4 0.1
Cl -5.288 0.361 0.519 0.1 -0.1 0.4
C -3.114 -3.808 0.019 1.3 0.9 -0.1
Cl -3.113 -2.539 -1.209 -0.1 0.6 -0.4
Cl -2.272 -3.165 1.441 -0.5 0.0 0.3
Cl -4.733 -4.288 0.264 -1.0 -0.5 0.6
Cl -2.122 -5.090 -0.589 0.4 -1.1 -0.4

2.
51
Properties=species:S:1:pos:R:3:forces:R:3 method="wB97M-V/def2-TZVPD" gap_ev="7.1 / 7.4" lumo_energy_ev="2.5 / 2.6" relative_energy_ev=0.000 multiplicity=5 charge=-1 total_energy_ha=-3507.481480
Mn -0.536 -0.349 -0.342 0.6 -0.3 0.1
C 2.238 -2.794 4.355 0.0 0.0 0.0
Si 1.519 -1.113 4.765 0.0 0.0 0.0
C 1.013 -1.138 6.581 0.0 0.0 0.0
C 2.795 0.242 4.556 0.0 0.0 0.0
C -0.031 -0.765 3.760 0.0 0.0 0.0
C -1.260 -0.587 4.369 0.0 0.1 0.0
C -2.411 -0.310 3.628 0.0 0.0 0.0
C -2.285 -0.207 2.264 0.0 0.0 0.0
N -1.113 -0.374 1.646 -0.1 0.1 0.1
C 0.011 -0.663 2.345 -0.1 -0.1 0.0
S 1.411 -0.923 1.378 0.0 0.2 0.0
H 3.084 -3.016 5.011 0.0 0.0 0.0
H 2.577 -2.827 3.319 0.0 0.0 0.0
H 1.489 -3.576 4.493 0.0 0.0 0.0
H 1.892 -1.336 7.199 0.0 0.0 0.0
H 0.280 -1.920 6.792 0.0 0.0 0.0
H 0.593 -0.182 6.901 0.0 0.0 0.0
H 3.636 0.079 5.237 0.0 0.0 0.0
H 2.361 1.218 4.783 0.0 0.0 0.0
H 3.168 0.268 3.534 0.0 0.0 0.0
H -1.337 -0.653 5.449 0.0 0.0 0.0
H -3.372 -0.169 4.102 0.0 0.0 0.0
H -3.126 0.013 1.618 0.0 0.0 0.0
C -1.947 2.941 -0.872 0.0 0.0 0.0
Si -0.426 2.135 -0.094 0.0 0.1 0.0
C -0.339 2.707 1.709 0.0 0.0 0.0
C 1.105 2.871 -0.919 0.0 0.0 0.0
H -1.884 4.033 -0.816 0.0 0.0 0.0
H -2.858 2.629 -0.356 0.0 0.0 0.0
H -2.050 2.658 -1.922 0.0 0.0 0.0
H -0.224 3.795 1.750 0.0 0.0 0.0
H 0.519 2.257 2.214 0.0 0.0 0.0
H -1.236 2.444 2.273 0.0 0.0 0.0
H 1.137 3.949 -0.732 0.0 0.0 0.0
H 1.103 2.723 -2.000 0.0 0.0 0.0
H 2.018 2.429 -0.515 0.0 0.0 0.0
Cl -2.908 -1.016 -1.056 -0.3 -0.1 -0.1
C -1.529 -2.174 -0.624 -0.1 0.2 -0.1
H -1.360 -2.752 -1.529 0.0 0.0 0.0
H -1.910 -2.787 0.188 0.0 0.0 0.0
N 2.521 -0.032 -2.701 0.0 -0.1 0.0
C 1.195 0.164 -2.900 0.1 0.0 0.1
O 0.402 -0.335 -2.053 -0.2 0.0 -0.2
C 0.764 0.887 -4.030 0.1 -0.1 0.1
C 1.715 1.387 -4.946 -0.2 0.0 -0.2
N 2.496 1.781 -5.701 0.1 0.0 0.1
C -0.613 1.131 -4.240 0.0 0.0 0.0
N -1.733 1.342 -4.418 0.0 0.0 0.0
H 2.793 -0.559 -1.891 0.0 0.0 0.0
H 3.207 0.293 -3.358 0.0 0.0 0.0

3.
52
Properties=species:S:1:pos:R:3:forces:R:3 method="wB97M-V/def2-TZVPD" smiles="C[C@@H]1N(C)c2ccc(Cl)cc2S(=O)(=O)N1C.CNC(=O)[C@H](CO)NC(C)=O" gap_ev=8.6 lumo_energy_ev=0.2 total_energy_ha=-2078.287581
O 4.472 -0.385 -4.447 0.1 -0.1 0.1
O 1.550 -0.408 -0.644 0.2 -0.3 -0.3
O -0.195 2.615 3.783 -0.4 -2.2 -0.7
O -1.876 1.301 4.962 1.2 -0.9 -1.8
Cl -4.195 2.854 -0.248 0.2 -0.2 0.1
O -1.037 -0.740 -3.229 -0.3 0.4 0.2
C 3.315 -0.007 -4.362 1.1 0.1 -1.5
C 0.998 0.338 -1.449 0.5 -0.5 0.5
C -3.097 0.363 -0.033 0.4 -0.3 0.3
C -2.310 -0.609 0.593 -0.4 0.6 -0.5
C -2.532 1.929 1.709 -0.2 0.1 -0.1
C -3.211 1.638 0.525 0.5 -0.2 0.6
C -1.612 -0.322 1.775 0.7 -1.1 0.4
C -1.738 0.950 2.321 -0.1 0.6 0.3
N 0.190 1.305 -0.997 -0.5 0.7 -0.5
N -0.802 -1.275 2.404 -0.3 -1.0 -0.8
N 2.626 -0.204 -3.239 -1.6 0.1 1.7
N 0.206 0.030 4.069 -1.1 2.3 0.8
C 2.668 0.690 -5.543 0.0 -0.1 0.3
C -0.541 2.296 -1.785 0.1 -0.3 -0.1
C -0.088 -2.297 1.601 -0.5 0.2 0.4
C 1.486 0.224 3.366 -0.1 0.0 -0.4
C 0.096 -2.375 4.504 -0.1 0.0 -0.3
C -0.587 -1.168 3.860 0.6 -0.7 -1.0
C 0.330 -1.023 -3.447 0.0 -0.4 0.0
C 1.220 0.127 -2.959 0.1 0.0 -0.2
S -0.896 1.324 3.866 -0.1 2.4 2.4
H -1.560 -1.468 -3.580 0.0 0.1 0.0
H -3.624 0.130 -0.953 0.1 0.0 0.1
H -2.253 -1.597 0.151 0.0 0.1 0.1
H -2.626 2.918 2.155 0.1 -0.2 0.0
H 0.059 1.315 0.005 0.1 -0.1 0.0
H 3.141 -0.645 -2.490 -0.1 -0.1 0.1
H 1.806 0.124 -5.882 -0.2 0.1 -0.1
H 3.396 0.750 -6.351 0.0 -0.1 0.2
H 2.372 1.697 -5.256 -0.2 0.1 -0.1
H 0.153 2.907 -2.364 -0.1 0.1 0.0
H -1.107 2.950 -1.118 0.2 -0.2 0.0
H -1.241 1.798 -2.459 0.0 0.1 0.0
H 0.969 -2.341 1.879 -0.2 0.1 0.0
H -0.538 -3.283 1.754 0.1 0.0 0.0
H -0.115 -2.070 0.532 -0.1 0.2 0.3
H 1.993 1.120 3.738 -0.3 -0.2 0.1
H 1.333 0.342 2.288 0.1 -0.1 0.0
H 2.154 -0.627 3.526 -0.3 0.0 0.1
H -0.505 -3.274 4.342 0.1 0.1 0.0
H 1.097 -2.542 4.103 -0.1 0.0 0.0
H 0.185 -2.209 5.582 -0.1 0.1 -0.2
H -1.563 -1.078 4.353 0.3 0.5 -0.1
H 0.598 -1.935 -2.909 0.3 0.0 0.0
H 0.494 -1.184 -4.512 0.3 0.0 -0.1
H 0.943 1.033 -3.493 0.0 0.1 -0.1

4.
56
Properties=species:S:1:pos:R:3:forces:R:3 method="wB97M-V/def2-TZVPD" gap_ev="6.3 / 6.2" lumo_energy_ev="2.0 / 2.0" relative_energy_ev=0.000 multiplicity=2 charge=-1 total_energy_ha=-3277.454996
Cu -0.210 -0.400 1.089 1.2 0.7 0.7
N -0.868 -1.632 4.230 0.9 -0.6 -0.1
O -0.692 -1.115 5.331 -0.3 0.1 -0.4
O -0.314 -1.152 3.191 -0.2 0.2 0.5
O -1.486 -2.712 4.108 -0.5 0.0 -0.1
C 2.883 2.308 1.627 0.3 -0.2 -0.4
C 1.731 1.584 1.552 -0.3 0.2 0.5
C 0.406 2.238 1.887 0.7 -0.6 1.0
O -0.619 1.492 1.767 -0.7 -0.8 -0.8
C 0.406 3.468 2.465 -0.4 0.5 -0.6
C 1.595 4.244 2.637 -0.5 -0.5 0.4
C 2.930 3.612 2.221 0.2 -0.1 -1.0
O 3.969 4.246 2.303 0.2 0.3 0.3
O 1.587 5.348 3.140 0.2 0.9 0.2
O 1.663 0.335 1.265 -0.7 -0.4 -0.5
H 3.811 1.925 1.214 0.1 -0.2 0.4
H -0.547 3.917 2.716 0.0 0.1 0.2
C -1.123 0.445 -5.286 0.1 -0.4 -0.3
C 0.164 0.432 -4.494 0.2 0.0 -0.2
O -0.142 -0.129 -3.207 -0.5 0.0 -0.1
C 0.734 -0.065 -2.210 0.5 0.3 0.0
O 0.438 -0.325 -1.081 -0.1 -0.3 -0.3
O 1.940 0.305 -2.632 0.0 0.1 -0.5
C 2.966 0.536 -1.660 0.5 0.3 0.2
H -0.908 0.535 -6.353 0.1 0.1 0.0
H -1.819 1.237 -5.022 0.1 0.0 0.3
H -1.599 -0.528 -5.146 -0.2 0.1 0.0
H 0.610 1.420 -4.380 -0.1 0.0 0.1
H 0.906 -0.199 -4.987 0.0 0.0 0.0
H 3.728 1.156 -2.134 -0.2 0.0 -0.3
H 3.455 -0.392 -1.367 -0.3 -0.1 0.1
H 2.588 1.077 -0.800 -0.1 -0.2 0.1
C -2.534 2.093 -0.477 0.5 0.0 0.1
O -2.187 0.736 -0.278 -0.3 0.2 -0.9
C -3.266 -0.148 -0.229 -0.4 0.2 0.9
C -2.740 -1.545 -0.455 -0.9 -0.3 0.3
N -1.700 -1.913 0.532 -0.2 -0.2 -0.6
C -1.024 -3.183 0.130 -0.7 0.1 0.4
C 0.182 -3.411 1.002 -0.3 -0.8 0.5
O 0.973 -2.264 0.977 0.6 -0.1 -0.4
C 2.240 -2.415 1.634 -0.1 0.5 -0.2
H -1.608 2.662 -0.423 0.0 0.0 0.1
H -3.199 2.461 0.310 -0.1 0.0 -0.1
H -2.957 2.247 -1.479 -0.2 -0.1 0.1
H -4.110 0.064 -0.906 0.5 0.1 -0.5
H -3.750 -0.052 0.762 0.2 -0.3 0.0
H -2.418 -1.671 -1.488 0.5 0.1 0.1
H -3.604 -2.221 -0.332 0.1 0.0 -0.1
H -2.221 -2.208 1.358 0.4 0.6 0.4
H -0.804 -3.201 -0.938 0.2 0.4 0.0
H -1.741 -3.998 0.304 0.2 -0.1 -0.1
H 0.718 -4.303 0.642 0.2 0.2 -0.2
H -0.126 -3.659 2.028 -0.1 0.3 0.0
H 2.931 -1.765 1.103 0.0 -0.1 0.0
H 2.571 -3.453 1.575 -0.1 0.0 0.0
H 2.191 -2.064 2.664 -0.2 -0.2 0.0

5.
52
Properties=species:S:1:pos:R:3:forces:R:3 method="wB97M-V/def2-TZVPD" smiles="CCOCCOC[C@H]1OC(=O)O[C@H]1CCC(F)=C(F)F.O=S1(=O)CCCC1" gap_ev=7.3 lumo_energy_ev=-0.6 relative_energy_ev=5.244 total_energy_ha=-1848.802196
C -3.564 4.998 -3.404 -0.2 -1.2 0.6
C -4.299 3.694 -2.764 -0.1 2.0 -0.2
O -3.279 2.995 -2.010 -1.3 -0.8 -0.4
C -3.631 1.604 -1.791 0.3 0.0 0.3
C -2.591 0.943 -0.742 -0.3 0.2 -1.5
O -3.095 0.941 0.615 1.3 -1.2 -0.8
C -2.363 0.003 1.454 -0.5 -0.2 1.8
C -1.327 0.844 2.342 0.7 1.0 -1.4
O -0.931 0.369 3.652 0.8 2.4 0.6
C -0.049 1.444 4.087 0.7 0.6 1.8
O 0.159 1.783 5.273 -0.9 -1.7 -5.6
O 0.551 2.049 2.910 -1.8 -0.9 1.8
C 0.120 1.208 1.771 -0.3 -1.1 1.0
C 1.278 0.080 1.767 0.3 0.3 -1.4
C 2.385 0.504 0.638 -0.6 0.7 1.3
C 3.540 1.444 1.217 0.7 1.8 -1.7
F 3.730 1.772 2.598 0.3 -2.4 -2.5
C 4.472 2.026 0.261 -0.9 -0.7 1.4
F 3.994 3.110 -0.539 1.7 -3.5 0.4
F 5.801 1.530 0.065 -2.9 2.8 0.7
H -4.333 5.797 -3.711 1.3 -1.3 0.4
H -2.864 5.403 -2.583 -1.1 -0.5 -1.4
H -2.941 4.611 -4.282 -0.8 0.9 1.1
H -4.810 3.066 -3.572 0.9 0.6 1.0
H -5.129 4.108 -2.079 1.2 -0.9 -0.7
H -3.530 1.060 -2.794 -0.2 0.5 1.3
H -4.722 1.543 -1.448 1.5 -0.2 -0.2
H -1.605 1.541 -0.825 -1.5 -0.9 0.1
H -2.422 -0.139 -1.128 -0.2 1.6 0.8
H -1.910 -0.872 0.876 -0.5 1.3 0.6
H -3.149 -0.422 2.193 1.3 0.6 -1.2
H -1.833 1.874 2.480 0.5 -1.6 -0.3
H -0.046 1.729 0.767 0.8 -0.1 1.7
H 0.892 -0.966 1.524 0.4 1.7 0.3
H 1.864 0.026 2.754 -1.4 0.1 -1.3
H 1.818 1.095 -0.164 1.1 -0.8 0.8
H 2.896 -0.418 0.174 -0.8 1.9 0.8
C 1.915 -5.416 -0.093 -0.2 -0.1 0.1
C 1.231 -4.661 -1.235 0.0 -0.2 -0.2
C 1.261 -3.172 -0.884 -0.5 0.0 -0.4
S 2.700 -2.933 0.153 0.4 -0.6 -0.2
O 2.258 -2.550 1.473 0.4 -0.2 -0.2
O 3.695 -2.180 -0.578 -0.2 0.0 0.3
C 3.195 -4.646 0.203 0.1 -0.5 0.0
H 2.125 -6.453 -0.362 0.0 0.1 0.0
H 1.266 -5.419 0.789 0.1 0.0 0.0
H 1.782 -4.831 -2.166 0.0 0.0 0.1
H 0.207 -5.008 -1.393 0.1 0.1 0.0
H 1.350 -2.549 -1.775 0.1 0.1 0.2
H 0.379 -2.879 -0.311 0.2 0.0 0.0
H 3.622 -4.881 1.178 0.0 0.2 -0.1
H 3.938 -4.801 -0.582 0.0 0.1 0.1

6.
46
Properties=species:S:1:pos:R:3:forces:R:3 method="wB97M-V/def2-TZVPD" gap_ev="6.0 / 5.7" lumo_energy_ev="-0.8 / -1.6" multiplicity=3 total_energy_ha=-2170.625280
C -1.328 -2.168 1.960 -4.2 -1.6 2.3
C -2.782 -0.625 0.467 -4.6 -3.0 5.1
H -0.335 -2.715 1.694 -1.1 0.5 0.6
H -2.187 -2.893 1.763 1.1 0.7 0.8
H -1.487 -1.532 2.901 0.6 -1.4 -1.2
H -2.749 -1.418 -0.386 -0.3 1.7 1.0
H -3.585 -0.981 1.323 1.9 1.2 -2.4
H -2.245 0.325 0.824 -0.7 -1.0 -0.9
C 2.141 -1.480 -1.273 0.1 -0.6 0.6
C 3.037 -1.566 -2.334 -0.2 0.3 -0.5
C 2.577 -1.326 -3.634 -0.5 -0.2 1.0
C 1.231 -0.987 -3.765 -0.1 0.1 0.5
H 2.511 -1.687 -0.251 -0.3 0.3 -1.0
H 4.072 -1.832 -2.130 -0.2 0.2 0.0
H 3.236 -1.390 -4.492 -0.1 -0.1 0.0
H 0.820 -0.791 -4.749 0.1 0.1 0.2
N 0.821 -1.234 -1.376 0.4 1.0 -1.3
C 0.401 -0.861 -2.622 1.2 -0.9 -0.1
C -0.896 -0.186 -2.730 -1.9 0.7 0.9
N -1.599 0.001 -1.571 1.4 0.6 -1.1
C -2.633 0.852 -1.552 -0.3 0.2 -1.2
C -2.499 1.178 -3.910 -0.8 0.3 0.5
C -3.147 1.444 -2.697 1.0 -0.5 -0.2
H -3.149 1.011 -0.602 0.3 0.0 -0.7
H -4.015 2.068 -2.606 -0.1 0.3 -0.2
C -1.385 0.371 -3.917 0.8 -0.5 -0.2
H -0.845 0.158 -4.841 -0.4 0.3 0.2
H -2.878 1.620 -4.823 0.1 -0.1 -0.1
Ti -0.895 -1.045 0.471 5.1 1.5 -3.3
I 1.610 -2.829 1.669 1.4 -0.9 0.4
C 2.750 0.405 2.673 0.0 -0.2 0.1
Si 1.019 1.148 2.562 -0.1 -0.2 -0.2
C 0.006 0.529 4.026 0.1 0.2 0.2
C 1.268 3.011 2.737 -0.1 0.1 0.0
C 0.136 0.757 0.946 0.4 0.7 -0.4
H 3.343 0.966 3.411 -0.1 -0.1 -0.2
H 3.263 0.464 1.705 0.0 0.0 0.1
H 2.725 -0.653 2.975 0.1 0.5 -0.1
H 0.420 0.957 4.952 -0.2 -0.2 -0.1
H -1.040 0.853 3.942 0.1 -0.1 0.1
H 0.028 -0.564 4.114 0.1 0.2 0.0
H 1.936 3.385 1.948 -0.2 -0.1 0.2
H 0.311 3.544 2.653 0.2 0.0 0.0
H 1.717 3.263 3.709 -0.1 0.0 -0.2
H -0.583 1.567 0.703 0.1 0.0 0.4
H 0.882 0.887 0.134 -0.1 -0.1 0.3